Entry from the Open Molecules 2025 dataset: a 7-piece molecular cluster, C46H100F6N5O9 overall (the ωB97M-V functional and the def2-TZVPD basis).

Properties
Total charge   +1
Highest occupied orbital energy   -6.093 eV
Relative energy (zero: lowest compared OMol25 entry of this formula, charge and spin)   466.0 kJ/mol
Molar mass   981.32 g/mol
Spin multiplicity   1

Each line ends with the Löwdin charge.
Element x y z (Å)
F1 7.886360 -4.444784 -0.441032  0.120
F2 6.846553 -2.788690 0.509767  0.098
F3 3.631895 -2.357670 -4.209228  0.154
F4 8.244686 -4.082652 1.625346  0.098
F5 2.048138 -1.578830 -5.525126  0.073
F6 4.072947 -0.895671 -5.713625  0.147
O1 1.105687 -1.967411 0.226978  0.001
O2 1.032538 -0.904299 2.103535  -0.055
O3 0.003034 -0.116919 0.370729  -0.097
O4 3.805018 -0.111625 -2.779050  -0.063
O5 2.666277 1.146324 -4.307299  -0.198
O6 -2.475829 4.264465 -6.439656  -0.200
O7 1.321092 3.519835 5.349408  -0.225
O8 5.253937 -5.133682 -0.149866  -0.105
O9 6.506805 -6.315963 1.251267  -0.173
N1 0.722715 -1.012791 0.902708  -0.580
N2 -1.525063 -3.521060 -2.681523  -0.199
N3 -2.763288 1.990165 2.203193  -0.159
N4 3.012761 1.176497 4.775538  -0.242
N5 -1.152085 2.708141 -3.983409  -0.255
C1 -3.228606 0.596837 1.909220  -0.140
C2 -0.867634 -4.587539 -3.565644  -0.079
C3 -3.837809 1.979703 4.483749  -0.191
C4 3.748644 -1.256411 4.486072  -0.051
C5 -1.332517 3.605368 0.937505  -0.145
C6 4.320668 -4.114724 -0.346939  -0.312
C7 0.689157 -2.779589 -3.357487  -0.158
C8 2.724194 3.637432 5.229421  -0.190
C9 2.838035 -0.092742 -3.827125  -0.501
C10 4.024553 0.075120 5.156689  -0.151
C11 -2.611109 2.794462 0.883233  -0.075
C12 3.074187 1.477208 3.287436  -0.135
C13 4.409016 2.081069 2.780735  -0.029
C14 -0.055076 3.411085 -4.773570  -0.120
C15 3.299604 -0.531859 -1.527733  -0.269
C16 7.254953 -4.064839 0.691207  -0.548
C17 -5.357877 -3.968120 -3.060505  -0.076
C18 3.464705 2.365700 5.568656  -0.096
C19 -2.584966 -3.171516 2.318112  -0.107
C20 -2.987000 -3.244990 -3.009602  -0.132
C21 0.580860 1.587229 -2.587818  -0.068
C22 -0.691454 -2.293057 -2.968928  -0.093
C23 -3.899501 -4.448039 -2.858795  -0.213
C24 -3.637606 2.738610 3.206202  -0.112
C25 -1.522395 3.613495 -2.824153  0.022
C26 0.742884 2.484129 -5.724173  -0.038
C27 -2.016231 -3.195389 -0.215695  -0.190
C28 -1.238496 -3.989824 -1.255412  -0.077
C29 4.466385 -0.665163 -0.565215  -0.057
C30 -3.835283 4.032919 5.987074  -0.096
C31 -1.776130 -3.777265 1.190439  -0.232
C32 -4.558834 2.770422 5.580873  -0.246
C33 3.168724 -4.537537 -1.243549  -0.086
C34 -3.173532 3.572753 -5.424642  -0.187
C35 6.136535 -5.071767 1.054414  -0.523
C36 -5.187294 -0.975265 1.626459  -0.080
C37 1.660725 0.640776 5.131222  0.028
C38 0.526120 4.678232 5.320912  -0.080
C39 -2.393246 2.412366 -4.804061  -0.099
C40 0.618908 -4.266024 -3.623237  -0.116
C41 -0.698846 1.389167 -3.387544  -0.158
C42 -1.281141 2.036122 2.662763  -0.076
C43 3.158881 -1.247219 -4.792734  -0.526
C44 -4.709019 0.491944 1.527358  -0.206
C45 -2.228109 3.493350 -7.630702  -0.070
C46 -0.796356 3.409660 2.313854  -0.169
H1 -5.613229 2.909821 5.321105  0.117
H2 1.581041 3.026911 -6.152836  0.101
H3 -0.638638 -1.552357 -2.167439  0.122
H4 -4.574761 -1.565756 0.945137  0.056
H5 -4.099702 3.211534 -5.879664  0.137
H6 -3.038522 3.619490 3.435776  0.117
H7 0.111394 2.069357 -6.511393  0.068
H8 -0.658275 3.697342 -2.171593  0.086
H9 4.743821 0.294982 -0.123775  0.063
H10 -1.084227 1.713741 3.684480  0.126
H11 -5.425618 -3.064760 -3.665177  0.073
H12 3.445670 2.157444 6.639601  0.147
H13 -1.276110 -4.369070 -4.560200  0.137
H14 -3.638175 -5.265128 -3.528189  0.115
H15 1.874583 -0.409616 -3.355896  0.093
H16 -3.525744 3.363892 0.704057  0.134
H17 3.264356 -4.354223 -2.318338  0.061
H18 -1.684262 -4.981425 -1.165239  0.134
H19 -0.730439 1.300518 2.064439  0.113
H20 -3.845424 -4.826007 -1.836543  0.106
H21 2.851325 -1.516619 -1.693077  0.084
H22 3.084215 4.104572 4.307384  0.128
H23 2.502304 0.105691 -1.126465  0.098
H24 -0.612959 3.226941 0.208136  0.105
H25 -2.828198 3.780363 6.332802  0.070
H26 -2.098754 -4.821792 1.249268  0.118
H27 1.154759 -4.813189 -2.845628  0.092
H28 -6.231004 -0.974933 1.313213  0.082
H29 -0.707530 -3.709615 1.398260  0.116
H30 -2.077384 1.656803 -5.523510  0.123
H31 -1.736825 4.595068 -3.236089  0.113
H32 4.757164 2.957260 3.325364  0.070
H33 0.365198 1.967617 -1.588977  0.062
H34 -4.578106 3.031025 2.744599  0.139
H35 3.776240 -3.888980 0.581858  0.108
H36 -2.344382 -2.132213 2.552794  0.055
H37 -3.091754 -3.132983 -0.386892  0.097
H38 2.961092 4.395311 5.988623  0.139
H39 -0.641886 0.593278 -4.127987  0.124
H40 -2.665445 2.109191 0.036092  0.118
H41 4.535295 2.497282 5.419725  0.136
H42 -1.116671 -1.757896 -3.821107  0.121
H43 1.376866 2.137768 -3.085200  0.083
H44 0.950354 1.461801 5.110729  0.081
H45 0.642851 5.050341 4.299790  0.086
H46 -3.025810 -2.873412 -4.032828  0.135
H47 -0.943735 4.241717 3.000888  0.101
H48 -2.303275 3.021719 -2.351419  0.099
H49 -1.637243 -2.169207 -0.138733  0.095
H50 -1.294235 3.849314 -8.060255  0.099
H51 2.742318 0.567013 2.804704  0.093
H52 4.781886 -3.244938 -0.820711  0.091
H53 -2.648587 0.212949 1.068361  0.123
H54 4.089804 -0.016059 6.240168  0.134
H55 3.043386 -5.624674 -1.191042  0.086
H56 -4.681528 2.041242 6.386110  0.117
H57 4.212194 2.516617 1.799459  0.092
H58 -2.098422 2.417188 -7.505449  0.078
H59 -3.083836 1.849380 -4.170828  0.133
H60 -3.416397 4.281824 -4.633475  0.121
H61 0.589230 3.873187 -4.033006  0.128
H62 -5.745900 -3.681588 -2.081380  0.073
H63 5.168482 1.311045 2.672926  0.089
H64 0.865024 5.377635 6.093260  0.101
H65 -2.990239 -0.046918 2.754943  0.122
H66 5.041828 0.338273 4.860847  0.129
H67 2.295983 2.206828 3.057866  0.112
H68 -0.610179 4.122923 -5.382188  0.110
H69 -3.043958 3.676604 -8.328665  0.094
H70 0.997802 0.594740 -2.401287  0.050
H71 -5.147481 -1.449283 2.605674  0.080
H72 -4.445596 1.092130 4.294409  0.116
H73 1.400882 -0.124213 4.403337  0.085
H74 3.507965 -1.265845 3.422109  0.080
H75 2.858558 -1.748894 4.892586  0.083
H76 -1.289388 -5.566691 -3.354233  0.133
H77 -2.876757 1.702514 4.924304  0.119
H78 1.158316 1.626975 -5.190501  0.031
H79 1.087289 -4.565919 -4.558105  0.135
H80 4.148558 -1.375781 0.200796  0.061
H81 -5.939223 -4.813968 -3.417474  0.081
H82 -2.348001 -3.739017 3.221380  0.084
H83 2.242929 -4.068841 -0.893757  0.037
H84 -4.266208 4.563489 6.835861  0.083
H85 -3.662146 -3.308412 2.215763  0.065
H86 0.294257 3.341590 2.258507  0.121
H87 -1.472651 1.028041 -2.703925  0.117
H88 4.523100 -1.997717 4.679705  0.103
H89 -1.499556 4.628158 0.596993  0.130
H90 -4.834570 0.805753 0.490123  0.113
H91 5.487985 -4.660164 1.851852  0.120
H92 -3.131280 -2.420407 -2.314073  0.122
H93 -0.161239 -3.996269 -1.109396  0.133
H94 -3.774139 4.749073 5.166952  0.072
H95 -0.528235 4.544261 5.561695  0.079
H96 -5.345571 1.096997 2.172478  0.100
H97 1.044904 -2.146136 -4.174781  0.083
H98 1.489674 -2.532257 -2.656905  0.088
H99 1.742094 0.257150 6.146005  0.121
H100 5.370589 -1.068163 -1.014649  0.081

Cartesian forces (eV/Å) of the 2 atoms listed first:
-0.325 0.414 -0.087
0.040 0.301 0.266


Entry from the Open Molecules 2025 dataset: a 11-piece molecular cluster, C46H106ClFN2O16S3 overall (the ωB97M-V functional and the def2-TZVPD basis).

Properties
Total charge   0
Highest occupied orbital energy   -8.315 eV
Relative energy (zero: lowest compared OMol25 entry of this formula, charge and spin)   1424.5 kJ/mol
Molar mass   1094.00 g/mol
Spin multiplicity   1

Each line ends with the Löwdin charge.
Element x y z (Å)
Cl1 -4.727853 -3.765353 1.645279  0.525
S1 4.612779 -2.780192 -3.303670  0.622
S2 -2.923221 5.525552 1.109487  0.809
S3 4.428858 -2.320398 -0.250084  0.760
F1 -3.110015 3.728070 -1.693102  -0.091
O1 -2.257707 6.596826 0.162651  -0.374
O2 -5.384239 8.671043 4.080393  -0.090
O3 -5.555799 3.233742 -5.858534  -0.123
O4 -4.372804 5.229896 0.659674  -0.367
O5 -6.565403 1.932378 0.634938  -0.116
O6 2.515084 -2.919581 5.442699  -0.121
O7 -4.945171 -1.470423 3.237545  -0.087
O8 4.768552 -6.033919 0.048164  -0.120
O9 -2.833445 6.214819 2.702911  -0.226
O10 7.624969 -4.550403 -6.145772  -0.091
O11 10.005222 1.401666 0.556071  -0.110
O12 -0.080684 -3.558533 9.924550  -0.099
O13 4.999524 -5.308294 4.786426  -0.093
O14 -0.643083 -1.930071 -1.400418  -0.040
O15 -4.922983 -0.817297 0.216883  -0.062
O16 -9.416564 4.002632 -8.531538  -0.102
N1 -2.916442 -1.496790 -0.956062  0.095
N2 4.353872 -0.152051 -2.182670  -0.245
C1 6.263834 -3.235215 -7.628221  -0.097
C2 -2.380371 -4.210824 9.667610  -0.095
C3 6.862032 -4.597023 -7.342443  -0.330
C4 7.027097 0.924967 -0.251223  -0.255
C5 10.420119 0.178371 -0.033569  -0.328
C6 0.890214 1.268605 -2.397027  -0.204
C7 -2.958680 -1.277033 1.486667  -0.051
C8 2.678086 -2.767759 0.245072  -0.477
C9 4.126452 -7.271343 0.317898  -0.328
C10 -2.888587 0.908149 -0.367736  -0.179
C11 6.261740 -4.975252 5.345139  -0.325
C12 -0.698161 1.204692 -2.119786  -0.131
C13 -1.769743 4.051708 1.120456  -0.233
C14 -0.939388 -4.672864 9.731781  -0.329
C15 -2.421411 2.674676 1.769783  -0.177
C16 -11.716252 3.350341 -8.788477  -0.098
C17 -3.719503 1.142185 -1.788457  -0.077
C18 -5.183407 3.715482 -7.141312  -0.324
C19 -3.426266 1.844569 0.807841  -0.132
C20 0.734716 -2.084176 6.825613  -0.087
C21 -6.958792 3.093304 1.351710  -0.304
C22 -10.275269 2.888301 -8.724306  -0.328
C23 -4.255142 -2.030252 2.228986  -0.545
C24 1.192816 -3.182408 5.888564  -0.322
C25 6.953132 0.155994 -1.696623  -0.191
C26 5.641503 0.512587 -2.611899  -0.218
C27 -6.147284 3.197506 -8.188533  -0.089
C28 2.642418 -4.126172 1.216491  -0.270
C29 3.190228 0.205685 -3.124613  -0.189
C30 -0.201512 0.481013 0.539006  -0.149
C31 -3.785696 2.640132 -2.391636  -0.263
C32 6.320451 -5.418737 6.792172  -0.098
C33 -6.468067 8.842987 1.941277  -0.090
C34 5.610895 1.560222 0.275352  -0.155
C35 -1.477950 -0.963242 -1.075646  -0.236
C36 -7.158415 2.755466 2.814600  -0.079
C37 -3.485103 -0.582903 0.105618  -0.413
C38 0.734734 1.807150 0.880239  -0.114
C39 1.768412 -0.090086 -2.292240  -0.163
C40 -5.857658 9.591268 3.108114  -0.323
C41 1.999600 -3.850693 2.700302  -0.139
C42 4.477159 -1.652016 -2.039166  -0.942
C43 4.219666 -8.177380 -0.892242  -0.094
C44 -1.260210 0.653330 -0.687044  -0.170
C45 11.224489 -0.630007 0.963199  -0.091
C46 -3.191749 2.602612 -3.955982  -0.077
H1 0.635760 2.129240 2.025549  0.088
H2 1.011305 1.643592 -3.527394  0.132
H3 5.116430 2.337791 -0.446790  0.068
H4 3.733210 -9.137609 -0.698983  0.073
H5 -4.716012 8.109335 3.651476  0.061
H6 3.233858 -0.370332 -4.146120  0.108
H7 -7.271936 1.271696 0.736557  0.099
H8 -9.989571 2.394493 -9.657869  0.115
H9 -12.391000 2.503380 -8.941446  0.074
H10 -9.672955 4.429160 -7.695863  0.093
H11 -1.049283 2.344842 -2.188351  0.115
H12 -2.663836 -3.696458 10.591667  0.073
H13 5.864089 0.277047 -3.740757  0.123
H14 7.524148 -4.903150 -8.157854  0.112
H15 3.260595 1.389379 -3.262199  0.128
H16 4.871278 0.699753 0.598314  0.056
H17 5.479092 1.692741 -2.534034  0.130
H18 5.266422 -8.358300 -1.157689  0.078
H19 10.806186 1.887271 0.818100  0.093
H20 -3.109999 3.090778 2.657336  0.128
H21 -3.742778 6.145319 3.119094  0.086
H22 -0.653690 -5.166672 8.798219  0.110
H23 7.886221 1.739290 -0.261066  0.101
H24 -11.999717 3.864707 -7.864420  0.073
H25 7.026111 -4.285880 -5.426459  0.074
H26 3.727893 -4.554540 1.390622  0.094
H27 3.746556 -7.711176 -1.762659  0.073
H28 -0.789715 -5.378154 10.555037  0.107
H29 -7.170038 3.515340 -7.960828  0.054
H30 0.765092 -1.111951 6.322872  0.077
H31 1.472879 2.105466 -1.774329  0.118
H32 -1.256103 3.872885 0.065701  0.114
H33 5.862915 2.156687 1.277359  0.083
H34 -6.174877 3.847763 1.236483  0.082
H35 2.108247 -0.415491 -1.221860  0.091
H36 -11.855008 4.065225 -9.606145  0.078
H37 -2.519127 -3.495940 8.849943  0.073
H38 1.986535 -4.978219 0.719144  0.109
H39 1.789366 -2.726807 2.949479  0.071
H40 4.619571 -7.731277 1.179468  0.118
H41 0.578166 2.696832 0.134469  0.065
H42 -7.295185 8.210573 2.280128  0.077
H43 -10.125596 2.183010 -7.901050  0.108
H44 5.676151 -3.253051 -8.550359  0.073
H45 4.317888 -5.629642 -0.713070  0.076
H46 -5.463729 0.026657 0.235977  0.095
H47 1.177574 -4.156055 6.387930  0.112
H48 -4.919878 2.989008 -2.536173  0.162
H49 -5.021502 10.216072 2.779405  0.110
H50 7.901661 0.528974 -2.318366  0.121
H51 0.963238 -4.418633 2.868595  0.085
H52 -6.604012 10.235429 3.582477  0.114
H53 -0.337074 -3.132005 10.760224  0.089
H54 7.131685 -0.984716 -1.501156  0.101
H55 7.365103 0.126487 0.569078  0.116
H56 11.548118 -1.578532 0.525487  0.076
H57 7.289211 -5.173316 7.236357  0.073
H58 -3.313005 0.445888 -2.671597  0.120
H59 -3.801475 3.452580 -4.531406  0.080
H60 2.717297 -4.261995 3.556435  0.071
H61 -4.867882 0.817628 -1.711728  0.144
H62 6.079473 -5.353805 -7.230783  0.107
H63 -3.014113 -2.527719 -0.828931  0.134
H64 -7.457594 3.641128 3.382158  0.077
H65 -6.150308 2.102729 -8.204618  0.075
H66 -1.192993 0.682935 -3.073174  0.141
H67 -5.529928 2.262012 -5.891482  0.085
H68 -4.185235 2.647080 0.349453  0.118
H69 1.974280 -3.039134 -0.672546  0.098
H70 -1.616193 2.015090 2.355982  0.110
H71 6.158979 -6.498877 6.870383  0.078
H72 -5.730183 8.180405 1.477252  0.067
H73 1.397779 -2.014279 7.694099  0.074
H74 -4.160325 3.391043 -7.354920  0.107
H75 5.617645 -2.915242 -6.804290  0.060
H76 -2.647977 -0.415905 2.250974  0.128
H77 -6.235673 2.353931 3.246121  0.074
H78 -0.669086 0.209588 1.588254  0.102
H79 -5.199777 4.809082 -7.113374  0.117
H80 -3.457057 1.600156 -4.514866  0.093
H81 -3.055120 -5.057785 9.514642  0.075
H82 9.526498 -0.372794 -0.341249  0.093
H83 4.318030 -4.851230 5.308607  0.058
H84 7.037639 -5.476857 4.759150  0.115
H85 -0.868909 4.340519 1.849077  0.130
H86 -2.067455 2.916608 -4.026387  0.081
H87 -4.127179 1.236841 1.564450  0.134
H88 -7.926881 1.984569 2.932850  0.076
H89 6.409455 -3.894297 5.259679  0.109
H90 -2.148745 -2.110508 1.366291  0.136
H91 3.087626 -2.883912 6.228154  0.091
H92 -7.880767 3.483376 0.909678  0.115
H93 1.226052 -0.925995 -2.914430  0.120
H94 1.878976 1.487266 0.763369  0.089
H95 0.540694 -3.234236 5.011604  0.099
H96 3.082678 -7.075216 0.581822  0.095
H97 10.629860 -0.838361 1.858686  0.079
H98 5.531415 -4.935713 7.377761  0.068
H99 -5.876690 3.563706 -9.182869  0.080
H100 11.012155 0.401846 -0.926396  0.112
H101 0.576446 -0.398216 0.320852  0.100
H102 2.125672 -1.926014 0.872512  0.064
H103 12.108350 -0.072834 1.290541  0.072
H104 -6.842146 9.538431 1.184673  0.076
H105 -0.284936 -2.269545 7.174863  0.069
H106 7.052081 -2.481522 -7.725719  0.078

Cartesian forces (eV/Å) of the 2 atoms listed first:
0.782 2.249 0.648
-0.237 2.307 2.254


| no. | maximum force (eV Å⁻¹) | total energy (eV) | LUMO (eV) |
| --- | --- | --- | --- |
| 1 | 3.12 | -91488.091 | -3.0067 |
| 2 | 9.34 | -132888.162 | -0.8341 |